(1)
Molecular formula: C3H7FINO
Method: DFT, wB97M-V/def2-TZVPD

Cartesian coordinates (Å):
N -0.85741 0.41137 0.86812
H 0.72748 -1.66478 -2.09517
H -0.70682 -1.12300 -2.94818
H 0.75059 -0.22787 -2.95586
C -0.45672 1.24367 1.98847
O -0.47427 -0.15905 -1.23354
H 0.05572 2.09416 1.70092
F 1.72061 -2.48021 0.82811
H -1.32279 1.67833 2.42267
C 0.05109 -0.09146 0.02858
I 2.01373 -0.26348 0.49861
H -1.66243 0.68677 0.38393
C 0.12109 -0.80499 -2.31076
H 0.04013 0.70055 2.82410

Force components x, y, z for each atom (eV/Å):
N 1.829 -0.232 0.624
H 0.030 -0.564 0.864
H 0.019 -0.100 0.180
H 0.349 1.279 0.099
C -0.897 -1.732 1.596
O 0.341 0.420 2.392
H 1.833 1.392 -0.916
F -0.285 -0.335 -0.027
H -1.220 -0.064 0.417
C 0.440 0.239 -1.634
I -0.743 0.430 -0.531
H -1.478 0.397 -0.576
C -0.097 -1.329 -1.513
H -0.122 0.198 -0.977

Properties
ΔE to the lowest compared entry with this formula, charge and spin: 65.4 kcal/mol

***

(2)
Molecular formula: C18H21N3O4
Method: DFT, wB97M-V/def2-TZVPD

Cartesian coordinates (Å):
H -0.01110 3.55361 -4.10305
C -0.77415 -3.28566 3.33775
H -3.30488 -3.44597 0.50940
C -1.54113 -2.40359 1.21841
H -1.25907 4.71351 -3.65488
H 2.04667 -2.39715 3.66236
H 0.35125 -0.26918 -3.48936
C 1.55209 1.48545 -3.28142
O -2.77685 -4.19048 2.30083
O 0.90789 -1.28407 0.80654
H 0.12023 -3.58087 3.88394
O -0.66741 0.96809 -2.29317
C -0.67667 3.41740 -2.06498
N -0.40119 -2.71972 2.05946
H -1.80667 -4.42315 0.49723
C -0.41421 4.29231 0.18214
N 1.85539 0.32279 -1.23334
C -0.57949 2.12357 -1.54272
C -0.57525 4.48289 -1.17746
N 2.28215 1.16737 -2.18442
H -1.18783 -2.05165 0.24992
H 3.55932 0.60945 -0.06633
H -2.03791 -4.91200 4.02341
C 0.18971 0.81166 -3.40435
H -2.15295 -1.61886 1.68656
C 0.75045 -2.00730 1.92254
H -0.26305 2.84094 1.75375
H -1.68687 3.01801 -3.90742
H 3.18787 1.63740 -2.08450
C -0.37061 3.00615 0.69171
C -1.65385 -4.51458 3.08270
C 2.15445 -0.71783 0.85446
H -1.33813 -2.55370 3.93458
C -2.38490 -3.66835 1.05119
H 3.75682 -0.81049 2.34205
O 1.99079 2.24655 -4.12107
H -1.05485 -5.28716 2.57653
C 2.58341 0.12842 -0.20050
C -0.45039 1.93075 -0.17019
C 1.87991 -1.92890 2.71538
C -0.92173 3.68835 -3.51946
H -0.63722 5.48844 -1.56917
C 2.77508 -1.09759 2.02384
H -0.40358 0.91535 0.18970
H -0.33736 5.14436 0.84124
H -0.27417 1.17543 -4.32982

Force components x, y, z for each atom (eV/Å):
H -0.029 -0.022 -0.103
C -0.123 -0.250 -0.001
H 0.091 0.001 -0.029
C -0.279 -0.231 -0.150
H -0.042 0.027 -0.015
H -0.049 -0.122 0.185
H 0.004 0.144 -0.059
C -0.217 0.010 -0.081
O -0.148 0.035 0.067
O -0.270 -0.030 -0.152
H -0.021 -0.011 0.029
O -0.293 0.303 0.051
C -0.015 -0.225 -0.127
N -0.050 0.079 -0.404
H -0.045 0.078 0.014
C 0.007 0.117 0.037
N -0.270 -0.689 0.541
C -0.036 0.166 0.309
C 0.052 -0.011 0.131
N 1.191 0.510 0.144
H -0.101 -0.011 0.038
H -0.086 -0.022 -0.017
H 0.094 0.010 -0.033
C -0.024 -0.161 -0.271
H 0.016 0.005 -0.074
C 0.530 -0.251 0.777
H 0.003 -0.029 0.084
H -0.050 -0.022 -0.096
H -0.373 -0.093 -0.119
C 0.009 -0.017 0.019
C 0.293 0.079 0.246
C 0.681 -0.368 1.162
H 0.086 -0.022 0.009
C 0.095 0.296 -0.211
H 0.222 0.111 0.004
O 0.004 -0.047 -0.080
H -0.033 0.053 0.069
C 0.004 0.490 -0.880
C -0.060 -0.094 -0.164
C -0.639 -0.180 -0.010
C 0.054 -0.059 -0.046
H -0.024 0.080 -0.062
C -0.343 0.424 -1.026
H 0.014 -0.110 0.044
H -0.007 0.071 0.051
H 0.180 -0.010 0.201

Properties
ΔE to the lowest compared entry with this formula, charge and spin: 98.2 kcal/mol
SMILES string: Cc1ccccc1OCC(=O)N/N=C/c1ccc(N2CCOCC2)o1

***

(3)
Molecular formula: C9H8N2O3
Method: DFT, wB97M-V/def2-TZVPD

Cartesian coordinates (Å):
C 0.44786 -0.12713 0.19077
C -0.88688 1.09098 -1.43825
O -2.23383 -2.15594 -0.55855
N 0.33063 -1.21544 -0.67402
H 0.12136 3.31194 0.00245
C 0.98798 2.22209 1.58808
C 1.36381 1.00274 2.09693
H -2.47305 -0.03831 -2.35720
O 0.57121 -3.16356 -1.49354
H 1.17142 3.11433 2.11140
C -1.86146 0.15170 -1.53809
C 1.14823 -0.15554 1.39089
C 0.03924 1.12834 -0.30013
H 1.31917 -1.09919 1.92582
H 0.10338 -2.58943 -2.17220
C -2.00558 -0.91727 -0.49477
H -0.94581 1.90949 -2.21845
C 0.30363 2.29746 0.37446
N 0.81028 -2.33728 -0.42908
H 1.96690 0.80161 3.04001
O 1.43371 -2.84091 0.47062
H -1.71219 -0.39067 0.48286

Force components x, y, z for each atom (eV/Å):
C 1.897 0.246 0.589
C -1.829 0.605 -1.300
O -0.001 4.267 -0.334
N 0.240 0.983 0.018
H -0.475 -0.677 -0.176
C -0.352 -0.249 -0.576
C 1.468 -0.814 1.450
H -1.013 0.487 -1.639
O -0.280 -0.351 -1.200
H 0.351 0.989 0.648
C 1.304 -1.068 1.189
C -0.870 -1.152 0.806
C -1.230 -0.599 -1.209
H 0.356 0.424 -0.756
H 0.571 -0.700 1.250
C 0.440 -1.906 1.204
H 0.553 -0.926 1.055
C 1.128 0.544 0.863
N -0.161 -0.083 -0.894
H -1.063 1.048 -1.062
O -0.060 0.161 0.452
H -0.978 -1.228 -0.378

Properties
ΔE to the lowest compared entry with this formula, charge and spin: 98.8 kcal/mol

***

(4)
Molecular formula: C26H37OSi
Method: DFT, wB97M-V/def2-TZVPD

Cartesian coordinates (Å):
H 5.02657 1.55050 -2.60553
H -0.76359 -2.01140 3.31368
H 2.55708 -4.66239 0.02214
H -1.70772 1.96955 -3.64014
H -3.51637 1.24060 2.58014
H 2.34124 4.61290 -1.05543
H 4.08636 4.29359 -1.18927
H -0.75825 3.24898 0.33840
C -2.07136 -0.35331 2.78884
H 2.90966 0.40435 0.07589
C -1.74380 -0.31847 1.37342
H -1.21218 4.59767 -2.29997
C 3.15372 1.47765 0.07226
H 2.18544 -6.31396 -3.07954
C -0.56528 -1.08410 -0.69384
C -1.54345 2.78999 -0.28413
C -2.13224 2.13627 -2.63978
C -0.02382 -0.12596 -1.70467
C 1.25500 -4.97107 -1.66360
C 0.20440 -4.43061 -2.41105
C -0.34213 -3.19304 -2.07970
C 0.11653 -2.47983 -0.96680
C 3.10281 4.07665 -1.63481
H 0.99936 -0.45355 -1.95029
H 2.65060 -6.59957 -1.40039
H -2.54235 0.06716 0.72522
H 4.20815 1.60470 0.36345
H -1.62768 -1.25356 -0.93071
H 0.37079 4.24437 -1.60433
H -0.19073 -4.98268 -3.25934
C 1.19332 -2.99583 -0.22855
H 1.04324 -7.08981 -1.98632
H -0.55270 -0.35113 -2.65767
H -2.65809 0.81265 7.39871
H -1.33628 -1.90699 5.76100
C -0.61208 -0.80887 0.79745
H -1.15642 -2.77163 -2.66870
O 1.25315 1.87455 -1.92882
H -2.41132 3.47643 -0.29813
H -4.07413 -0.21718 7.18049
C -1.79034 -1.21439 5.04866
H -2.67020 1.23802 -2.30485
H -2.85409 2.96585 -2.72351
H -2.49764 -0.95164 7.54544
H 2.52152 1.98760 0.81648
C -2.99567 -0.15016 6.99816
H 0.20276 -1.20298 1.40743
C 0.06802 1.39855 -1.60856
H -1.84980 1.85259 0.20330
C -1.47745 -1.27036 3.69087
H 3.10887 4.46194 -2.66545
H 3.93027 2.17637 -3.86010
H -4.03063 1.35758 5.02428
C -1.01724 2.53307 -1.69033
H -0.04004 3.68889 -3.24763
H 3.71805 0.51445 -3.24111
Si 2.88335 2.21655 -1.60864
C 1.81664 -6.31357 -2.04695
C -0.42612 3.82494 -2.22890
C 3.98269 1.54300 -2.96087
C -3.03708 0.55724 3.28473
C -2.68645 -0.25058 5.54014
C -3.32029 0.61886 4.64405
H 1.60632 -2.44131 0.62200
C 1.73907 -4.24416 -0.56823

Force components x, y, z for each atom (eV/Å):
H -0.353 -0.012 -0.077
H -0.344 0.249 0.189
H -0.224 0.185 -0.143
H -0.286 -0.094 0.165
H 0.053 -0.155 0.238
H 0.290 -0.040 -0.083
H -0.240 -0.012 -0.121
H -0.287 -0.150 -0.128
C -0.266 0.200 1.239
H 0.126 0.259 0.073
C 1.129 -0.920 -0.901
H 0.191 -0.468 0.164
C -0.098 -0.048 0.038
H -0.080 0.072 0.166
C -1.201 -2.081 1.200
C -0.229 -0.180 0.941
C -0.379 -0.640 -0.382
C 1.464 0.965 -1.035
C -0.114 0.198 0.147
C 0.004 0.407 0.132
C 0.126 -0.207 0.322
C -0.039 0.658 -0.173
C -0.170 -0.185 0.085
H -0.104 0.417 0.236
H -0.156 0.010 -0.055
H 0.237 -0.292 0.146
H -0.340 -0.079 -0.035
H 0.288 0.076 -0.136
H -0.248 -0.212 -0.143
H 0.065 0.062 0.074
C -0.261 -0.046 -0.152
H 0.175 0.143 0.047
H 0.026 0.607 0.339
H -0.023 -0.166 -0.016
H -0.085 0.147 -0.311
C -0.884 0.687 0.365
H 0.068 -0.203 0.049
O -3.381 -1.446 0.979
H 0.461 -0.323 -0.175
H 0.179 -0.020 -0.015
C -0.153 0.348 -0.111
H 0.100 0.196 -0.159
H 0.311 -0.349 0.146
H -0.081 0.110 0.091
H 0.214 -0.189 -0.145
C -0.036 -0.032 0.297
H -0.284 0.291 -0.043
C 1.817 1.610 -2.597
H 0.047 0.485 -0.132
C -0.143 0.517 -0.248
H -0.050 -0.088 0.318
H -0.006 -0.226 0.281
H 0.186 -0.257 -0.133
C 0.389 -0.371 0.558
H 0.022 0.045 0.228
H 0.190 0.191 0.027
Si 1.833 0.715 0.127
C 0.109 -0.164 -0.002
C 0.377 0.666 -0.373
C -0.357 -0.223 -0.045
C 0.609 -0.352 -0.050
C -0.018 -0.111 -0.512
C 0.158 -0.084 -0.232
H -0.162 -0.308 -0.333
C -0.163 0.217 -0.209

Properties
ΔE to the lowest compared entry with this formula, charge and spin: 0.0 kcal/mol
Total charge: +1

***

(5)
Molecular formula: C18H14IrN5O2
Method: DFT, wB97M-V/def2-TZVPD

Cartesian coordinates (Å):
H -1.44477 -0.78037 -2.96551
C 2.70905 -2.22483 -1.01284
Ir 0.35091 0.13465 -0.00507
H 6.48701 -1.39432 -0.55201
N -1.67288 0.12502 -1.12715
C -1.54230 3.96270 1.04532
N -1.90602 0.03688 6.00572
C -2.75156 4.57788 1.21942
O -0.29442 2.17329 0.24732
C 1.33716 -2.58496 -1.18951
C 5.02065 -2.94357 -0.82300
H -2.80741 5.50873 1.76473
H -3.60567 0.70815 -1.43567
H 1.15182 -3.65172 -1.34117
C -2.64789 0.94023 -0.96061
H 4.83235 0.43879 -0.61382
H -1.05454 -3.05066 -2.11182
C -1.43346 2.71925 0.34429
H -4.76553 2.38651 -0.38622
C -2.64205 2.15752 -0.21231
H -2.88248 -1.32766 -2.06597
C -1.82871 -1.03603 -1.97052
O 2.33645 0.14272 -0.90870
H 3.36969 -4.25788 -1.10665
C 4.53044 -0.59250 -0.72245
C 3.68181 -3.22963 -0.99190
N 0.28266 -0.57040 1.90955
C -3.92109 4.00952 0.70142
C -3.85571 2.82449 -0.00172
H -0.63059 4.38433 1.44049
C -1.01361 -2.20798 -1.41221
C 3.13063 -0.84272 -0.87224
N 0.34006 -1.76890 -1.18748
C -1.19738 -0.25964 5.14791
H -1.44837 -2.52104 -0.45513
H 5.74652 -3.74021 -0.78803
C 5.43860 -1.61235 -0.69044
H -4.87216 4.49563 0.85418
C -0.11381 -0.51587 3.02429
N -0.41339 -0.61307 4.20551

Force components x, y, z for each atom (eV/Å):
H -0.076 -0.053 0.068
C 0.476 0.934 0.323
Ir -1.902 -0.726 -2.802
H 0.067 0.035 -0.005
N 2.049 -0.053 1.464
C 0.158 -0.285 -0.182
N -0.217 0.082 0.356
C 0.246 -0.039 -0.080
O 2.362 -1.496 0.254
C -0.038 0.043 -0.132
C 0.000 0.129 -0.014
H 0.025 0.042 0.037
H 0.130 -0.116 -0.060
H -0.122 0.115 -0.397
C -0.427 0.622 0.209
H 0.011 0.061 -0.020
H 0.074 0.123 0.106
C -1.559 0.393 0.299
H -0.077 -0.028 -0.102
C 0.522 0.057 0.307
H 0.171 0.096 0.024
C 0.186 -0.821 -0.476
O -2.783 2.062 1.045
H -0.043 -0.107 0.017
C -0.863 0.334 0.058
C -0.045 -0.036 0.010
N 0.487 0.451 -2.660
C -0.153 -0.372 -0.219
C -0.146 0.243 0.058
H 0.068 0.000 0.044
C -0.908 0.060 -0.035
C 1.466 -2.324 0.107
N 0.932 1.062 2.140
C -1.035 0.673 0.902
H 0.035 -0.015 -0.074
H 0.026 -0.083 -0.012
C -0.029 -0.442 -0.089
H -0.064 0.004 0.005
C -0.463 0.246 1.237
N 1.457 -0.872 -1.711

Properties
Total charge: +1
Electronic energy: -1222.49848 a.u.
<S²>: 1.224
2S+1: 2

***

(6)
Molecular formula: C7H9N
Method: DFT, wB97M-V/def2-TZVPD

Cartesian coordinates (Å):
N 0.37612 -0.15354 0.03812
C 0.57286 1.07516 -2.04056
C -1.87670 0.32841 0.35509
C 1.67794 -0.75923 0.01005
H -1.78467 1.37857 -1.70112
H 2.32106 0.00314 -0.58420
H 1.75892 -1.74101 -0.27628
H -2.67026 0.55125 1.04100
H 0.28048 -1.59085 2.56923
C -0.58048 -1.14341 2.30354
C -0.67410 -0.33841 0.92912
C -0.09490 0.44638 -1.05595
H 0.09624 1.70216 -2.78362
H 1.58662 1.29255 -2.08468
C -1.49563 0.79009 -0.85588
H 1.99082 -0.70752 1.14706
H -1.48434 -1.13374 2.98908

Force components x, y, z for each atom (eV/Å):
N -0.451 -1.904 0.786
C -0.908 0.296 -0.331
C 1.695 0.268 0.201
C 1.519 4.519 3.605
H -1.536 0.340 0.290
H -0.701 -1.847 1.069
H -0.140 -2.276 -1.162
H -0.649 -0.085 -0.404
H 2.775 -1.374 0.802
C -4.482 5.139 -6.029
C 0.343 -3.682 5.956
C -0.493 2.520 -1.853
H -0.722 -0.369 0.138
H 1.991 -0.522 0.177
C 0.404 -0.856 0.203
H 0.011 -0.183 -2.229
H 1.344 0.016 -1.219

Properties
ΔE to the lowest compared entry with this formula, charge and spin: 93.8 kcal/mol
SMILES string: C=c1ccc(=C)n1C